(1)
Molecular formula: C16H37ClF9N6O2P3
Method: DFT, ωB97M-V with the def2-TZVPD basis set

Atoms and positions in Å:
1 F -2.660 6.352 -0.900
2 C -3.892 5.872 -1.041
3 F -3.863 4.688 -1.649
4 F -4.372 5.652 0.191
5 C -4.872 6.846 -1.738
6 F -5.121 7.849 -0.889
7 F -6.036 6.171 -1.832
8 C -4.512 7.349 -3.180
9 F -5.235 6.615 -4.045
10 F -4.938 8.611 -3.328
11 C -3.042 7.280 -3.668
12 F -3.116 7.601 -4.998
13 F -2.565 6.028 -3.652
14 P -1.754 8.484 -2.957
15 Cl -2.671 9.631 -1.530
16 H -1.604 9.361 -4.055
17 C -1.840 -1.585 -2.180
18 N -2.372 -0.302 -1.759
19 C -3.764 -0.164 -2.165
20 P -2.099 0.292 -0.157
21 O -3.003 -0.624 0.637
22 N -0.600 -0.149 0.529
23 C 0.568 -0.559 -0.215
24 C -0.626 -0.792 1.836
25 N -1.362 1.788 -0.739
26 C -1.674 2.924 0.149
27 C -1.408 2.234 -2.128
28 H -2.132 -1.782 -3.214
29 H -2.187 -2.420 -1.556
30 H -0.751 -1.577 -2.188
31 H -4.135 0.838 -1.922
32 H -4.415 -0.892 -1.666
33 H -3.859 -0.286 -3.246
34 H 0.550 -1.636 -0.432
35 H 1.478 -0.355 0.357
36 H 0.677 -0.013 -1.153
37 H -0.854 -1.864 1.763
38 H -1.369 -0.332 2.481
39 H 0.343 -0.673 2.328
40 H -2.713 3.245 0.040
41 H -1.020 3.772 -0.057
42 H -1.515 2.640 1.193
43 H -2.421 2.443 -2.486
44 H -0.943 1.507 -2.787
45 H -0.824 3.154 -2.217
46 C 5.164 -3.586 3.761
47 N 3.804 -3.445 3.275
48 C 3.168 -2.276 3.863
49 P 3.435 -3.606 1.587
50 O 4.062 -2.316 1.098
51 N 4.416 -4.716 0.738
52 C 5.170 -5.790 1.340
53 C 5.077 -4.233 -0.467
54 N 2.289 -4.915 1.915
55 C 1.141 -4.870 0.986
56 C 1.811 -5.271 3.247
57 H 5.185 -3.436 4.843
58 H 5.862 -2.876 3.298
59 H 5.535 -4.598 3.606
60 H 2.115 -2.222 3.562
61 H 3.652 -1.341 3.556
62 H 3.184 -2.341 4.954
63 H 6.156 -5.450 1.680
64 H 5.329 -6.595 0.615
65 H 4.643 -6.240 2.181
66 H 5.992 -3.672 -0.238
67 H 4.419 -3.585 -1.039
68 H 5.338 -5.075 -1.113
69 H 0.459 -4.048 1.221
70 H 0.583 -5.806 1.012
71 H 1.497 -4.734 -0.040
72 H 1.237 -4.474 3.731
73 H 2.633 -5.559 3.894
74 H 1.162 -6.147 3.160

Force components x, y, z for each atom (eV/Å):
0.060 0.136 -0.385
-0.429 -0.560 1.003
0.181 0.267 -0.399
0.032 0.122 -0.037
-0.610 -0.401 0.204
0.538 0.448 -0.206
0.008 -0.216 -0.157
-0.193 -0.143 -0.306
0.114 -0.401 0.010
0.120 0.244 0.271
-0.241 1.383 -0.906
-0.087 0.028 -0.138
-0.026 -0.296 0.561
1.391 -0.661 0.807
-0.096 0.003 -0.433
-0.792 0.063 0.069
0.252 -0.192 0.276
0.341 0.316 -0.418
-0.132 0.238 0.204
3.385 -3.776 -2.132
-1.069 2.852 0.573
-0.267 -0.151 0.628
0.379 0.512 -0.194
-0.235 -0.283 -0.003
-2.109 0.864 0.947
0.322 -0.157 0.359
-0.259 -0.116 -0.325
-0.187 0.072 0.044
-0.007 -0.040 -0.045
-0.025 -0.002 0.153
-0.013 -0.056 0.045
-0.031 0.032 -0.002
0.109 -0.021 -0.003
0.028 0.008 -0.004
-0.036 -0.050 0.054
-0.205 0.008 -0.043
0.000 -0.002 0.096
-0.083 -0.086 -0.052
0.090 0.039 -0.192
0.020 0.125 0.014
0.032 -0.056 -0.089
-0.011 -0.082 -0.043
0.030 0.040 -0.105
-0.146 -0.148 0.068
-0.073 0.035 0.259
0.256 -0.090 -0.293
-0.170 -0.510 0.451
-0.244 0.057 -0.217
4.858 -2.225 2.533
-3.067 0.270 -1.093
-0.015 0.390 -0.672
-0.413 -0.488 0.132
0.183 0.343 0.076
-1.633 1.787 -0.871
0.248 -0.201 -0.366
-0.010 0.209 0.384
-0.126 0.154 -0.022
0.040 0.009 0.048
0.008 0.043 -0.144
0.043 0.037 -0.035
-0.044 0.023 0.003
0.055 -0.089 -0.009
0.003 -0.012 -0.009
-0.004 0.057 -0.051
-0.069 0.151 0.059
0.009 0.012 -0.087
0.039 0.087 0.075
-0.017 -0.125 0.160
-0.111 -0.085 0.015
0.055 -0.023 0.070
0.055 0.039 0.039
-0.029 -0.062 0.086
0.082 0.203 -0.030
-0.057 0.102 -0.262

SMILES = FC(F)(F)C(F)(F)C(F)(F)C(F)(F)PCl.CN(C)P(=O)(N(C)C)N(C)C.CN(C)P(=O)(N(C)C)N(C)C
Kohn-Sham gap = 8.344 eV
total charge = 0
calculated total energy = -3493.82626 a.u.

(2)
Molecular formula: C16H37FN3
Method: DFT, ωB97M-V with the def2-TZVPD basis set

Atoms and positions in Å:
1 F 1.092 0.622 -0.799
2 N 0.298 1.591 -1.234
3 C 0.759 2.792 -1.427
4 C -0.436 3.633 -1.963
5 C -1.571 2.921 -1.109
6 C -1.154 1.450 -1.528
7 H 1.789 3.149 -1.248
8 H -0.377 4.735 -1.968
9 H -0.540 3.247 -3.012
10 H -1.177 3.000 -0.066
11 H -2.621 3.223 -1.259
12 H -1.667 0.714 -0.878
13 H -1.406 1.267 -2.599
14 C -5.919 0.654 4.460
15 C -4.401 0.614 4.332
16 N -3.932 0.588 2.953
17 C -2.515 0.280 2.835
18 C -1.512 1.281 3.419
19 C -4.412 1.661 2.097
20 C -4.105 3.100 2.521
21 H -6.381 -0.181 3.932
22 H -6.200 0.584 5.512
23 H -6.338 1.586 4.075
24 H -4.061 -0.298 4.831
25 H -3.977 1.455 4.896
26 H -2.272 0.114 1.778
27 H -2.343 -0.689 3.315
28 H -1.409 2.165 2.788
29 H -0.524 0.815 3.475
30 H -1.779 1.595 4.427
31 H -5.496 1.560 1.996
32 H -4.034 1.504 1.080
33 H -4.271 3.271 3.584
34 H -4.759 3.788 1.979
35 H -3.080 3.381 2.279
36 C 3.451 -5.173 -2.657
37 C 3.103 -3.691 -2.609
38 N 3.908 -2.933 -1.663
39 C 3.399 -1.594 -1.425
40 C 3.404 -0.614 -2.605
41 C 5.352 -3.035 -1.827
42 C 5.949 -2.616 -3.172
43 H 3.378 -5.627 -1.668
44 H 2.756 -5.693 -3.319
45 H 4.456 -5.345 -3.046
46 H 2.053 -3.618 -2.308
47 H 3.167 -3.280 -3.626
48 H 3.947 -1.143 -0.590
49 H 2.368 -1.686 -1.063
50 H 4.404 -0.238 -2.811
51 H 2.785 0.254 -2.359
52 H 2.995 -1.055 -3.514
53 H 5.644 -4.071 -1.633
54 H 5.842 -2.467 -1.030
55 H 5.375 -2.992 -4.021
56 H 6.961 -3.018 -3.265
57 H 6.031 -1.533 -3.260

Force components x, y, z for each atom (eV/Å):
-0.271 -0.489 0.097
0.502 2.211 -0.766
-1.217 0.211 -0.556
-0.033 -1.040 0.136
1.935 -0.500 -0.499
-1.834 0.319 1.162
-0.546 -0.716 -0.071
0.324 -0.713 0.318
0.036 0.724 0.505
-1.258 0.200 -0.443
0.668 -0.240 -0.010
0.816 0.095 -0.376
0.739 -0.072 0.684
-0.002 0.098 -0.068
-0.239 -0.004 0.100
0.262 -0.160 -0.318
-0.008 -0.130 0.150
0.248 -0.091 -0.168
-0.318 0.037 0.080
0.003 0.210 -0.229
0.041 0.035 -0.039
0.040 0.008 -0.031
-0.017 -0.045 0.014
0.190 0.037 -0.154
0.009 0.034 0.085
-0.150 0.058 -0.040
-0.112 0.048 0.052
-0.060 0.092 0.105
-0.039 -0.001 0.031
-0.028 0.039 -0.026
0.039 -0.051 0.116
0.136 -0.160 0.085
0.023 -0.053 -0.011
0.002 -0.024 0.030
0.025 0.041 0.155
0.093 0.015 -0.041
0.038 -0.205 -0.034
-0.109 0.243 0.228
-0.121 -0.022 0.077
0.046 0.177 0.038
0.201 -0.276 0.021
0.164 0.077 -0.025
0.046 0.058 0.001
0.015 0.043 0.011
-0.037 -0.015 0.031
0.063 0.209 0.074
-0.037 -0.020 -0.098
0.131 -0.121 -0.064
-0.007 -0.176 -0.075
-0.027 -0.054 -0.103
0.051 0.022 -0.054
0.046 -0.032 -0.004
-0.146 0.006 -0.036
-0.204 0.075 0.009
-0.021 -0.005 0.029
-0.042 0.009 0.012
-0.050 -0.016 -0.097

Kohn-Sham gap = 5.175 eV
total charge = +1
calculated total energy = -895.54676 a.u.

(3)
Molecular formula: C16H37IO13S4
Method: DFT, ωB97M-V with the def2-TZVPD basis set

Atoms and positions in Å:
1 O -1.515 1.317 -2.654
2 S -2.153 1.184 -4.060
3 O -1.093 1.779 -5.066
4 O -3.491 2.240 -4.108
5 C -4.766 1.499 -3.833
6 C -4.949 0.469 -5.119
7 C -6.504 0.255 -5.592
8 C -7.357 -0.831 -4.707
9 C -7.379 -0.546 -3.091
10 I -8.409 1.317 -2.527
11 C -4.116 -0.910 -4.817
12 C -2.504 -0.571 -4.612
13 O -1.863 -1.621 -3.794
14 H -5.693 2.231 -3.719
15 H -4.651 0.928 -2.803
16 H -4.397 1.008 -6.029
17 H -6.997 1.340 -5.625
18 H -6.476 -0.142 -6.706
19 H -7.061 -1.965 -4.924
20 H -8.490 -0.738 -5.072
21 H -6.263 -0.615 -2.718
22 H -8.004 -1.429 -2.594
23 H -4.527 -1.555 -3.928
24 H -4.172 -1.615 -5.779
25 H -2.028 -0.679 -5.702
26 H -1.585 -1.281 -2.893
27 C 1.204 -4.182 0.346
28 C 1.499 -3.132 1.403
29 O 1.553 -1.827 0.843
30 S 0.157 -1.108 0.405
31 C 0.812 0.516 0.112
32 O -0.724 -1.053 1.550
33 O -0.268 -1.656 -0.867
34 H 0.201 -4.052 -0.071
35 H 1.262 -5.188 0.770
36 H 1.912 -4.102 -0.485
37 H 0.766 -3.173 2.216
38 H 2.480 -3.336 1.842
39 H 1.170 0.931 1.055
40 H 0.003 1.133 -0.288
41 H 1.620 0.445 -0.619
42 C 5.877 3.921 1.623
43 C 6.751 2.890 0.932
44 O 6.386 1.565 1.297
45 S 5.015 0.936 0.676
46 C 5.269 -0.740 1.202
47 O 5.086 0.985 -0.767
48 O 3.886 1.470 1.410
49 H 4.840 3.852 1.283
50 H 6.230 4.935 1.413
51 H 5.874 3.761 2.706
52 H 6.723 3.012 -0.156
53 H 7.789 3.036 1.246
54 H 6.138 -1.148 0.685
55 H 4.373 -1.309 0.939
56 H 5.412 -0.755 2.284
57 C -0.142 -0.142 4.808
58 C 1.304 -0.512 4.531
59 O 2.204 0.324 5.247
60 S 2.369 0.094 6.853
61 C 3.781 1.143 7.094
62 O 2.763 -1.277 7.094
63 O 1.240 0.700 7.528
64 H -0.407 -0.336 5.851
65 H -0.821 -0.724 4.178
66 H -0.311 0.924 4.624
67 H 1.493 -1.566 4.757
68 H 1.509 -0.368 3.465
69 H 4.634 0.720 6.563
70 H 3.987 1.180 8.168
71 H 3.546 2.144 6.728

Force components x, y, z for each atom (eV/Å):
-3.265 -1.665 -3.838
7.190 5.394 0.822
-4.865 -2.538 2.828
0.119 -2.774 0.318
-0.671 -1.055 -0.171
0.189 0.170 0.002
0.507 -0.199 -0.251
-1.459 0.646 -0.254
0.683 -2.510 -0.836
0.733 -0.992 -0.348
0.012 -0.050 -0.782
-1.085 -2.932 -1.231
-0.657 2.670 -0.036
2.400 -1.224 -0.434
-0.230 1.094 -2.084
-1.188 -1.035 1.976
0.840 -2.510 0.246
-0.098 0.807 2.269
-0.276 2.564 0.599
2.427 -0.251 0.719
-2.460 0.530 -0.354
1.430 2.109 -0.953
0.883 1.531 -1.505
0.137 1.539 2.092
-0.773 0.873 2.582
-0.376 -0.220 -1.168
-0.256 -0.081 -0.252
-0.151 -1.121 0.224
-0.561 0.986 -0.306
0.467 0.611 -0.260
0.090 -0.090 0.078
0.432 -0.547 -0.856
-0.067 0.102 1.087
0.144 -0.022 0.083
0.078 0.138 0.035
-0.039 -0.028 0.163
0.008 0.149 -0.103
-0.077 0.379 -0.072
0.028 -0.121 -0.105
-0.002 -0.262 0.000
-0.119 -0.028 0.110
-0.371 0.073 0.030
0.118 1.193 -0.220
-0.834 -1.148 -0.211
0.365 0.001 0.286
0.150 0.008 0.092
-0.290 0.312 1.096
0.729 -0.273 -0.881
0.161 0.025 0.027
0.074 -0.146 0.015
0.085 0.040 -0.145
-0.076 -0.162 0.092
-0.153 -0.404 -0.014
-0.094 0.123 0.052
0.039 0.251 -0.040
-0.025 0.073 -0.158
-0.272 -0.039 0.303
-1.011 -0.577 -0.510
0.831 0.258 1.259
-0.229 0.342 -0.415
0.040 0.062 -0.153
-0.615 0.860 -0.114
0.925 -0.854 -0.435
0.067 0.018 -0.132
0.197 0.099 -0.054
0.047 -0.161 -0.071
0.089 0.120 0.120
0.280 0.142 0.248
-0.153 0.026 0.036
-0.167 -0.118 -0.167
-0.026 -0.185 0.029

SMILES = O=S1(=O)OC[C@H](CCCI)C[C@@H]1O.CCOS(C)(=O)=O.CCOS(C)(=O)=O.CCOS(C)(=O)=O
Kohn-Sham gap = 9.933 eV
total charge = 0
calculated total energy = -3500.17086 a.u.

(4)
Molecular formula: C16H37N5O9S
Method: DFT, ωB97M-V with the def2-TZVPD basis set

Atoms and positions in Å:
1 O 7.940 0.583 -1.854
2 C 7.477 1.649 -2.070
3 O 8.071 2.853 -1.763
4 O 9.467 2.682 -2.069
5 O 6.295 1.817 -2.696
6 S 5.334 3.162 -2.342
7 H 9.832 3.413 -1.554
8 H 4.830 2.693 -1.187
9 C 1.086 -0.799 -0.655
10 N 2.098 0.225 -0.487
11 C 3.438 -0.148 -0.073
12 C 1.831 1.524 -0.709
13 O 2.648 2.422 -0.579
14 H 0.912 -1.325 0.287
15 H 1.397 -1.525 -1.409
16 H 0.153 -0.333 -0.965
17 H 3.704 0.342 0.865
18 H 4.173 0.144 -0.826
19 H 3.477 -1.226 0.061
20 H 0.792 1.708 -1.024
21 C -4.268 -1.914 1.303
22 N -3.228 -0.950 0.999
23 C -2.599 -0.222 2.092
24 C -2.833 -0.698 -0.259
25 O -1.968 0.106 -0.567
26 H -5.095 -1.438 1.827
27 H -3.875 -2.714 1.935
28 H -4.639 -2.352 0.376
29 H -2.744 0.851 1.975
30 H -1.526 -0.417 2.113
31 H -3.046 -0.532 3.034
32 H -3.372 -1.298 -1.012
33 C 10.882 1.073 -7.042
34 N 11.357 1.992 -6.032
35 C 10.572 2.197 -4.825
36 C 12.512 2.674 -6.165
37 O 12.948 3.455 -5.342
38 H 9.910 1.386 -7.430
39 H 10.783 0.064 -6.636
40 H 11.591 1.046 -7.867
41 H 10.283 3.243 -4.730
42 H 11.150 1.926 -3.943
43 H 9.679 1.578 -4.871
44 H 13.038 2.454 -7.110
45 C -8.920 -4.659 0.560
46 N -8.531 -3.862 1.704
47 C -9.189 -4.076 2.982
48 C -7.574 -2.921 1.628
49 O -7.198 -2.223 2.552
50 H -9.976 -4.511 0.325
51 H -8.752 -5.721 0.752
52 H -8.328 -4.365 -0.304
53 H -9.681 -3.164 3.318
54 H -8.464 -4.366 3.743
55 H -9.929 -4.865 2.870
56 H -7.141 -2.828 0.617
57 C -7.504 1.954 5.471
58 N -6.278 1.418 4.925
59 C -6.330 0.317 3.979
60 C -5.065 1.900 5.259
61 O -4.014 1.471 4.819
62 H -8.056 1.188 6.018
63 H -8.147 2.344 4.679
64 H -7.269 2.768 6.156
65 H -5.783 -0.544 4.362
66 H -5.869 0.615 3.036
67 H -7.360 0.025 3.797
68 H -5.109 2.734 5.980

Force components x, y, z for each atom (eV/Å):
0.201 -0.260 -0.187
0.024 0.384 0.049
-0.058 -0.072 -0.523
-0.078 -0.047 0.330
-0.098 -0.189 0.390
0.058 0.226 -0.039
0.013 0.033 0.084
-0.167 -0.068 -0.085
0.093 0.055 -0.032
-0.006 0.045 -0.015
-0.006 0.034 -0.013
0.021 -0.046 0.009
0.055 0.014 0.034
-0.021 -0.008 -0.005
-0.009 -0.009 -0.001
0.015 -0.072 0.029
0.000 -0.008 0.005
0.005 -0.030 -0.009
0.008 0.008 0.002
-0.003 0.003 0.025
0.151 0.158 0.057
0.020 -0.029 -0.039
-0.015 0.011 -0.029
-0.008 0.027 0.027
-0.066 -0.013 -0.003
-0.037 -0.063 -0.009
-0.035 -0.031 -0.012
0.020 0.004 -0.011
-0.004 -0.001 0.016
-0.001 -0.007 0.007
-0.008 0.035 -0.006
-0.004 0.000 0.004
0.003 0.015 0.031
-0.006 0.011 -0.005
0.070 -0.001 -0.082
-0.002 0.013 0.022
-0.016 -0.024 -0.024
0.004 -0.002 -0.015
0.006 -0.006 -0.012
-0.007 -0.006 -0.002
-0.013 -0.008 0.021
-0.022 -0.008 0.006
0.009 -0.002 0.017
-0.004 -0.004 -0.001
-0.005 0.012 0.028
-0.005 0.038 0.120
0.022 0.009 -0.004
0.077 0.043 -0.206
-0.184 -0.110 0.097
0.003 0.003 -0.014
0.008 -0.001 -0.012
-0.006 -0.006 -0.001
-0.008 -0.005 -0.001
-0.005 -0.007 0.001
0.003 0.005 0.006
-0.011 -0.029 -0.005
0.018 -0.018 -0.017
0.070 -0.009 0.005
0.052 0.049 -0.015
0.004 -0.019 -0.011
-0.034 0.013 0.015
-0.002 0.009 0.012
-0.002 0.013 0.007
-0.009 -0.002 -0.001
-0.030 -0.027 -0.019
-0.025 -0.046 -0.028
-0.005 0.023 0.037
-0.003 0.000 -0.002

SMILES = O=C(OO)OS.CN(C)C=O.CN(C)C=O.CN(C)C=O.CN(C)C=O.CN(C)C=O
Kohn-Sham gap = 9.308 eV
total charge = 0
calculated total energy = -1980.85585 a.u.
energy relative to the best compared isomer or geometry (same formula, charge and spin) = 244.0 kJ/mol